No. 1
Entry from the OMol25 dataset: a structure of composition C32H68AgCuMnN6O16 at a distorted geometry (the ωB97M-V functional and the def2-TZVPD basis).

Properties
* orbital gap (spin up / spin down): 6.61 / 5.46 eV
* maximum force: 0.124 hartree/bohr

Geometry as ORCA input:
```
! wB97M-V def2-TZVPD RIJCOSX def2/J DEFGRID3
* xyz 0 8
Cu -25.813 -8.019 3.400
Ag -23.723 -3.665 10.970
Mn -22.787 -7.873 11.518
C -26.528 -10.028 1.845
O -26.392 -10.240 3.077
O -26.449 -11.026 1.034
O -25.964 -8.958 1.420
C -22.578 -5.474 12.634
O -22.107 -4.301 12.521
O -21.988 -6.547 13.042
O -23.447 -5.772 11.720
C -24.583 -8.411 7.575
C -24.020 -7.466 8.420
C -24.168 -5.995 8.039
O -23.982 -5.082 8.844
C -24.788 -5.649 6.801
C -25.128 -6.591 5.857
C -25.090 -8.049 6.302
O -25.503 -8.932 5.525
O -25.486 -6.355 4.664
O -23.455 -7.853 9.487
H -24.493 -9.451 7.855
H -24.851 -4.601 6.542
C -29.558 -7.533 5.271
C -28.741 -8.428 4.351
C -29.689 -9.338 3.586
O -30.600 -8.640 2.799
C -31.372 -9.444 1.949
N -28.001 -7.561 3.351
H -28.837 -6.930 5.847
H -30.175 -8.034 6.012
H -30.092 -6.723 4.768
H -28.013 -9.069 4.844
H -30.181 -10.101 4.209
H -29.043 -9.982 2.956
H -30.730 -10.135 1.386
H -31.931 -8.854 1.228
H -32.052 -10.072 2.538
H -28.466 -7.738 2.464
H -28.307 -6.644 3.661
C -25.984 -9.966 11.208
C -25.964 -8.665 11.987
C -27.065 -8.593 13.016
O -27.066 -7.402 13.757
C -28.289 -7.246 14.436
N -24.620 -8.441 12.588
H -26.023 -10.846 11.853
H -25.121 -10.023 10.541
H -26.818 -9.930 10.503
H -26.144 -7.874 11.252
H -27.012 -9.457 13.706
H -27.998 -8.799 12.471
H -28.366 -7.853 15.348
H -29.161 -7.507 13.829
H -28.369 -6.207 14.752
H -24.731 -7.679 13.261
H -24.520 -9.247 13.210
C -26.855 -11.700 7.517
C -26.625 -12.418 6.181
C -27.895 -12.532 5.361
O -27.535 -12.962 4.073
C -28.633 -13.181 3.235
N -25.464 -11.885 5.435
H -27.273 -10.700 7.391
H -25.963 -11.666 8.136
H -27.626 -12.329 7.983
H -26.306 -13.449 6.385
H -28.398 -11.548 5.335
H -28.648 -13.215 5.776
H -29.492 -12.542 3.493
H -29.030 -14.200 3.339
H -28.385 -12.964 2.197
H -24.690 -11.897 6.102
H -25.587 -10.861 5.410
C -21.610 -7.165 2.284
C -23.044 -6.939 2.744
C -23.881 -6.268 1.671
O -25.209 -6.132 2.105
C -25.983 -5.191 1.399
N -23.617 -8.255 3.201
H -20.989 -7.414 3.143
H -21.224 -6.249 1.829
H -21.523 -7.938 1.516
H -22.999 -6.328 3.648
H -23.821 -6.890 0.766
H -23.465 -5.270 1.501
H -26.329 -5.600 0.450
H -25.476 -4.222 1.313
H -26.797 -4.911 2.072
H -23.196 -8.889 2.510
H -23.010 -8.626 3.937
C -19.581 -10.678 12.364
C -20.398 -9.435 12.085
C -20.129 -8.888 10.690
O -20.806 -7.643 10.602
C -20.288 -6.669 9.733
N -21.877 -9.757 12.164
H -19.919 -11.270 13.216
H -18.543 -10.408 12.575
H -19.579 -11.371 11.517
H -20.258 -8.608 12.785
H -20.677 -9.479 9.936
H -19.076 -8.923 10.407
H -20.545 -6.917 8.695
H -19.224 -6.469 9.864
H -20.848 -5.741 9.869
H -21.995 -10.033 13.139
H -21.921 -10.671 11.710
C -21.013 -1.178 8.307
C -22.138 -1.590 9.258
C -23.493 -1.664 8.591
O -24.535 -1.939 9.531
C -25.825 -1.976 8.925
N -21.836 -2.986 9.725
H -20.046 -1.236 8.797
H -21.226 -0.121 8.088
H -21.072 -1.678 7.342
H -22.110 -1.070 10.215
H -23.562 -2.265 7.677
H -23.764 -0.676 8.177
H -25.911 -1.173 8.193
H -26.477 -1.688 9.756
H -26.121 -2.985 8.644
H -21.382 -3.433 8.925
H -21.034 -3.043 10.353
*
```

No. 2
Entry from the OMol25 dataset: a structure of composition C27H25BN2O4PdSe2Te2 at a distorted geometry (the ωB97M-V functional and the def2-TZVPD basis).

Properties
* energy relative to the best compared isomer or geometry (same formula, charge and spin): 79.1 kcal per mole
* orbital gap (spin up / spin down): 4.27 / 4.27 eV
* maximum force: 0.024 hartree/bohr

Geometry as ORCA input:
```
! wB97M-V def2-TZVPD RIJCOSX def2/J DEFGRID3
* xyz 0 1
Pd -2.265 2.447 -0.209
C -2.532 2.416 -3.937
O -1.759 2.649 -2.773
C -0.397 2.570 -2.892
C 0.218 2.565 -4.135
C 1.597 2.511 -4.251
C 2.375 2.495 -3.106
C 1.775 2.509 -1.865
C 0.379 2.506 -1.708
N -0.201 2.466 -0.425
N 0.640 2.316 0.521
C 0.530 2.386 1.841
C -0.680 2.632 2.619
O -1.827 2.704 2.107
C -0.551 2.820 4.033
C 0.647 2.785 4.658
C 1.851 2.488 3.949
C 3.088 2.423 4.615
C 4.236 2.088 3.943
C 4.172 1.788 2.579
C 2.975 1.862 1.905
C 1.791 2.238 2.561
H -2.239 1.481 -4.417
H -2.445 3.249 -4.639
H -3.564 2.336 -3.604
H -0.382 2.625 -5.031
H 2.051 2.496 -5.232
H 3.455 2.479 -3.179
H 2.371 2.527 -0.968
H -1.467 3.005 4.579
H 0.704 2.963 5.726
H 3.118 2.643 5.676
H 5.183 2.041 4.466
H 5.071 1.496 2.050
H 2.925 1.612 0.857
Se -4.605 1.972 -0.082
Te -4.170 4.212 -1.054
Te -1.959 5.067 0.310
Se -0.472 6.018 -1.301
C 1.365 -4.884 0.379
C -0.078 -5.203 -0.016
C -0.048 -6.018 -1.318
C -0.709 -6.048 1.101
C -0.912 -3.937 -0.217
C -2.238 -4.055 -0.648
C -3.071 -2.960 -0.844
C -2.530 -1.719 -0.592
O -3.104 -0.471 -0.681
B -2.117 0.434 -0.285
O -0.954 -0.247 0.035
C -1.224 -1.582 -0.156
C -0.395 -2.666 0.036
H 1.926 -5.813 0.487
H 1.409 -4.355 1.333
H 1.860 -4.279 -0.384
H 0.582 -6.901 -1.193
H 0.356 -5.418 -2.135
H -1.044 -6.356 -1.603
H -0.116 -6.950 1.272
H -1.724 -6.351 0.845
H -0.750 -5.480 2.033
H -2.647 -5.039 -0.836
H -4.094 -3.079 -1.173
H 0.620 -2.508 0.373
*
```

No. 3
Entry from the OMol25 dataset: a structure of composition C29H25BiClN6O2S (the ωB97M-V functional and the def2-TZVPD basis).

Properties
* orbital gap: 7.04 eV
* maximum force: 0.011 hartree/bohr

Geometry as ORCA input:
```
! wB97M-V def2-TZVPD RIJCOSX def2/J DEFGRID3
* xyz 1 1
Bi 0.902 -0.876 1.346
Cl -4.323 -6.368 1.731
C -2.914 -5.364 1.778
C -1.638 -5.962 1.741
C -0.516 -5.189 1.788
C -0.575 -3.769 1.859
O 0.523 -3.105 1.965
C -1.878 -3.171 1.855
C -2.147 -1.790 1.955
N -1.345 -0.761 1.844
C -1.851 0.539 2.084
C -3.150 0.912 1.822
C -3.622 2.200 2.128
C -2.795 3.130 2.689
C -1.446 2.804 2.947
C -0.531 3.720 3.511
C 0.759 3.338 3.751
C 1.147 2.034 3.403
N 0.324 1.162 2.873
C -0.966 1.507 2.642
C -3.027 -4.011 1.844
H -1.562 -7.039 1.679
H 0.472 -5.628 1.767
H -3.189 -1.566 2.180
H -3.834 0.211 1.362
H -4.656 2.442 1.922
H -3.155 4.118 2.946
H -0.865 4.724 3.741
H 1.474 4.015 4.196
H 2.165 1.698 3.567
H -4.007 -3.552 1.876
O 0.361 0.880 0.095
C 1.152 1.816 -0.414
C 0.632 3.124 -0.460
C 1.336 4.175 -1.005
C 2.611 3.971 -1.523
C 3.140 2.699 -1.500
C 2.436 1.605 -0.973
C 3.053 0.284 -1.066
N 2.801 -0.775 -0.319
C 3.600 -1.800 -0.760
C 4.355 -1.359 -1.800
N 3.996 -0.045 -1.988
H -0.354 3.277 -0.036
H 0.900 5.167 -1.010
H 3.185 4.795 -1.923
H 4.146 2.548 -1.872
H 3.555 -2.776 -0.306
H 5.099 -1.845 -2.405
H 4.376 0.571 -2.685
S 0.072 -2.307 -0.752
C -0.184 -1.341 -2.167
N 0.525 -1.626 -3.257
C 0.404 -0.882 -4.508
C -0.035 0.536 -4.178
C -1.325 0.458 -3.381
N -1.128 -0.417 -2.222
H 1.153 -2.410 -3.198
H -0.321 -1.367 -5.167
H 1.369 -0.886 -5.012
H -0.175 1.123 -5.084
H 0.730 1.015 -3.565
H -2.128 0.048 -3.999
H -1.630 1.440 -3.023
H -1.480 -0.102 -1.333
*
```

No. 4
Entry from the OMol25 dataset: the molecule C16H23FN2O4S at a distorted geometry (the ωB97M-V functional and the def2-TZVPD basis).

Properties
* energy relative to the best compared isomer or geometry (same formula, charge and spin): 4.1 kcal per mole
* SMILES: COCCCNC(=O)[C@@H]1CCCCN1S(=O)(=O)c1ccc(F)cc1
* orbital gap: 9.64 eV
* maximum force: 0.020 hartree/bohr

Geometry as ORCA input:
```
! wB97M-V def2-TZVPD RIJCOSX def2/J DEFGRID3
* xyz 0 1
C 0.085 1.696 -3.111
O 1.068 2.614 -3.522
C 2.015 2.944 -2.531
C 3.125 1.887 -2.362
C 3.340 1.487 -0.901
N 2.184 0.797 -0.379
C 1.361 1.315 0.544
O 1.548 2.354 1.143
C 0.113 0.426 0.748
C -0.768 0.897 1.909
C -0.170 0.496 3.254
C 0.049 -1.014 3.291
C 1.003 -1.402 2.165
N 0.514 -0.955 0.884
S 0.104 -1.990 -0.319
O 0.663 -3.271 -0.018
O 0.464 -1.347 -1.558
C -1.683 -2.078 -0.233
C -2.249 -2.876 0.745
C -3.624 -2.908 0.890
C -4.395 -2.126 0.043
F -5.731 -2.146 0.183
C -3.838 -1.329 -0.944
C -2.460 -1.310 -1.079
H 0.501 0.716 -2.850
H -0.594 1.583 -3.954
H -0.471 2.086 -2.246
H 2.442 3.895 -2.858
H 1.506 3.109 -1.571
H 4.064 2.262 -2.769
H 2.849 1.000 -2.935
H 4.214 0.831 -0.823
H 3.499 2.370 -0.278
H 1.875 -0.029 -0.878
H -0.456 0.490 -0.187
H -0.852 1.982 1.849
H -1.764 0.458 1.802
H 0.783 1.010 3.385
H -0.838 0.804 4.059
H 0.478 -1.317 4.247
H -0.906 -1.527 3.162
H 1.132 -2.481 2.084
H 1.984 -0.944 2.346
H -1.604 -3.475 1.368
H -4.102 -3.521 1.637
H -4.477 -0.744 -1.586
H -1.980 -0.719 -1.844
*
```

No. 5
Entry from the OMol25 dataset: the molecule C2H3N8P at a distorted geometry (the ωB97M-V functional and the def2-TZVPD basis).

Properties
* SMILES: c1nnn(Pn2cnnn2)n1
* orbital gap: 10.00 eV
* maximum force: 0.083 hartree/bohr

Geometry as ORCA input:
```
! wB97M-V def2-TZVPD RIJCOSX def2/J DEFGRID3
* xyz 0 1
C 1.172 -1.236 -2.891
N 0.058 -0.504 -3.175
N -0.607 -0.438 -2.101
N 0.020 -1.025 -1.088
P -1.277 -0.619 0.308
N -0.582 0.629 1.245
C -0.169 0.723 2.518
N -0.025 1.963 2.897
N -0.448 2.690 1.877
N -0.722 2.015 0.856
N 1.215 -1.522 -1.645
H 2.094 -1.319 -3.439
H -0.682 -1.382 1.302
H -0.046 0.025 3.337
*
```

No. 6
Entry from the OMol25 dataset: a cluster of 10 separate species, C36H48F4O24 in total at a distorted geometry (the ωB97M-V functional and the def2-TZVPD basis).

Properties
* SMILES: O=C1OC[C@@H](F)O1.O=C1OC[C@@H](F)O1.O=C1OC[C@@H](F)O1.O=C1OC[C@@H](F)O1.O=C1CCCO1.O=C1CCCO1.O=C1CCCO1.O=C1CCCO1.O=C1CCCO1.O=C1CCCO1
* orbital gap: 9.33 eV
* maximum force: 0.160 hartree/bohr

Geometry as ORCA input:
```
! wB97M-V def2-TZVPD RIJCOSX def2/J DEFGRID3
* xyz 0 1
O -4.400 7.370 -2.895
C -4.003 6.216 -2.782
O -4.676 5.194 -2.917
C -4.112 4.130 -2.218
C -2.666 4.567 -2.361
F -2.212 4.220 -3.578
O -2.853 5.952 -2.258
H -4.527 4.064 -1.212
H -4.303 3.242 -2.820
H -2.050 4.166 -1.557
O 1.106 4.295 2.051
C 1.557 4.242 0.881
O 1.036 4.922 -0.133
C 1.396 4.292 -1.372
C 2.629 3.439 -0.964
F 3.747 4.113 -1.342
O 2.549 3.433 0.446
H 0.666 3.576 -1.751
H 1.599 4.923 -2.237
H 2.591 2.518 -1.546
O 3.029 -0.785 0.495
C 3.990 -1.064 -0.187
O 4.844 -2.174 0.077
C 6.034 -2.030 -0.753
C 5.601 -0.911 -1.741
F 5.134 -1.406 -2.924
O 4.483 -0.290 -1.136
H 7.011 -2.006 -0.270
H 6.238 -2.918 -1.351
H 6.352 -0.137 -1.897
O -1.728 -3.337 -4.131
C -0.640 -3.431 -3.561
O 0.410 -4.274 -3.946
C 1.558 -4.022 -3.118
C 1.242 -2.759 -2.363
F 1.874 -1.869 -3.154
O -0.161 -2.614 -2.594
H 1.718 -4.892 -2.481
H 2.431 -4.058 -3.769
H 1.615 -2.734 -1.339
O -2.517 -3.238 -0.302
C -3.357 -2.464 -0.735
C -4.057 -2.522 -2.113
C -5.184 -1.606 -1.797
C -5.004 -0.876 -0.568
O -3.882 -1.533 0.052
H -3.505 -1.957 -2.864
H -4.239 -3.537 -2.466
H -5.487 -0.942 -2.606
H -6.135 -2.107 -1.617
H -4.782 0.155 -0.841
H -5.838 -1.009 0.122
O 1.392 -5.251 3.054
C 2.056 -4.316 3.422
C 3.034 -3.358 2.720
C 3.218 -2.235 3.654
C 2.842 -2.813 4.968
O 1.965 -3.832 4.665
H 3.887 -3.902 2.314
H 2.573 -3.003 1.798
H 4.252 -1.890 3.655
H 2.568 -1.389 3.426
H 3.740 -3.116 5.505
H 2.361 -2.043 5.572
O 0.585 2.042 -3.503
C 0.133 1.286 -4.366
C 0.874 0.670 -5.496
C -0.130 -0.370 -5.922
C -1.498 0.354 -5.773
O -1.199 1.200 -4.646
H 1.037 1.347 -6.334
H 1.809 0.318 -5.060
H 0.002 -0.679 -6.959
H -0.149 -1.328 -5.402
H -1.594 0.907 -6.707
H -2.265 -0.412 -5.661
O -1.829 -4.552 3.828
C -1.968 -3.392 3.510
C -0.955 -2.341 3.010
C -1.791 -1.159 2.975
C -2.970 -1.460 3.942
O -3.051 -2.829 3.972
H -0.146 -2.176 3.721
H -0.630 -2.649 2.016
H -1.288 -0.249 3.301
H -2.265 -0.963 2.013
H -2.689 -1.075 4.923
H -3.906 -0.949 3.715
O 2.907 0.862 4.795
C 1.872 1.521 5.019
C 1.588 2.366 6.238
C 0.398 3.184 5.790
C -0.225 2.214 4.799
O 0.814 1.528 4.198
H 1.435 1.743 7.119
H 2.449 3.007 6.426
H -0.280 3.418 6.611
H 0.680 4.141 5.351
H -0.953 1.532 5.236
H -0.878 2.716 4.085
O -2.807 2.161 0.157
C -1.765 1.568 0.207
C -1.278 0.632 -0.862
C -0.203 -0.087 -0.116
C 0.200 0.732 1.035
O -0.928 1.550 1.326
H -2.092 -0.016 -1.187
H -0.824 1.222 -1.658
H -0.563 -1.086 0.129
H 0.714 -0.249 -0.683
H 0.539 0.128 1.877
H 1.072 1.293 0.700
*
```

No. 7
Entry from the OMol25 dataset: a structure of composition C4H8N4 at a distorted geometry (the ωB97M-V functional and the def2-TZVPD basis).

Properties
* energy relative to the best compared isomer or geometry (same formula, charge and spin): 151.8 kcal per mole
* orbital gap: 9.52 eV
* maximum force: 0.094 hartree/bohr

Geometry as ORCA input:
```
! wB97M-V def2-TZVPD RIJCOSX def2/J DEFGRID3
* xyz 0 1
C 3.758 -0.067 -0.051
C 2.423 0.584 0.073
C -0.609 -0.752 0.162
C -3.012 0.087 -0.162
H 4.128 -0.504 1.280
H 4.693 0.943 -0.445
H 3.864 -1.140 -0.767
H 1.980 1.675 0.302
H -0.029 -1.654 0.129
H -2.591 -1.891 0.306
H -4.071 -0.190 -0.575
H -1.670 1.274 0.583
N 1.455 -0.299 -0.200
N 0.126 0.326 -0.037
N -2.024 -1.008 0.068
N -2.653 1.320 0.033
*
```

No. 8
Entry from the OMol25 dataset: a structure of composition C26H19FeN3O3S4 (the ωB97M-V functional and the def2-TZVPD basis).

Properties
* energy relative to the best compared isomer or geometry (same formula, charge and spin): 0.0 kcal per mole
* orbital gap (spin up / spin down): 6.51 / 6.86 eV
* maximum force: 0.011 hartree/bohr

Geometry as ORCA input:
```
! wB97M-V def2-TZVPD RIJCOSX def2/J DEFGRID3
* xyz 1 6
Fe 0.030 -0.493 0.072
C -4.298 0.595 -0.779
O -3.484 1.812 -0.662
C -2.260 1.389 -0.416
N -2.035 0.142 -0.272
C -3.310 -0.564 -0.481
C -3.255 -1.590 -1.585
C -4.292 -2.513 -1.682
C -4.295 -3.462 -2.691
C -3.258 -3.500 -3.615
C -2.229 -2.576 -3.531
C -2.232 -1.623 -2.521
C -1.133 2.346 -0.335
C -1.184 3.729 -0.340
C 0.026 4.415 -0.285
C 1.231 3.719 -0.245
C 1.166 2.337 -0.246
N 0.014 1.685 -0.278
C 2.292 1.374 -0.264
N 2.069 0.118 -0.367
C 3.397 -0.544 -0.448
C 4.371 0.617 -0.152
O 3.531 1.818 -0.211
C 3.583 -1.710 0.484
C 4.318 -2.809 0.055
C 4.552 -3.872 0.916
C 4.051 -3.840 2.209
C 3.327 -2.739 2.644
C 3.097 -1.675 1.784
H -4.680 0.568 -1.797
H -5.116 0.681 -0.069
H -3.558 -1.058 0.462
H -5.096 -2.503 -0.956
H -5.104 -4.177 -2.755
H -3.256 -4.246 -4.397
H -1.423 -2.594 -4.252
H -1.436 -0.881 -2.494
H -2.131 4.245 -0.392
H 0.031 5.496 -0.283
H 2.184 4.226 -0.214
H 3.501 -0.889 -1.479
H 5.164 0.734 -0.883
H 4.783 0.568 0.854
H 4.698 -2.843 -0.958
H 5.119 -4.726 0.574
H 4.228 -4.671 2.879
H 2.949 -2.702 3.657
H 2.545 -0.812 2.140
O -0.033 -4.849 5.236
C -0.066 -4.075 4.333
S -0.120 -4.554 2.619
C -0.154 -2.959 1.945
C -0.141 -1.884 2.871
S -0.188 -0.246 2.467
S -0.079 -2.307 4.549
S -0.221 -2.839 0.265
*
```